71
Properties=species:S:1:pos:R:3:forces:R:3 method="wB97M-V/def2-TZVPD" e_lumo_ev=2.238 total_charge=-1 gap_ha=0.2411 homo_ev=-4.3236 energy_ha=-3397.35294 de_lowest_kcal_mol=21.1
Tl 1.6929 0.2708 0.5166 -0.26 0.14 0.13
S -3.5819 0.2476 3.1875 0.08 0.39 -1.21
S -1.4714 -0.6423 1.1881 0.99 -0.51 0.26
S -6.0441 1.8453 3.5788 -0.40 0.17 0.65
P 1.6774 -2.9281 -1.5219 -0.03 0.29 0.13
O 2.0277 -2.3664 4.2220 -0.69 1.06 -0.71
O 1.8067 -0.7596 2.8059 -0.04 -0.88 1.05
N 3.3319 -2.0462 0.5088 -0.06 -0.18 0.01
N -4.6265 1.5557 1.2752 0.00 -0.45 1.17
N 2.1405 -3.8052 1.1178 0.29 0.27 0.03
N -1.0376 -2.0912 -1.5681 0.11 0.25 -0.25
N 0.4319 -0.5363 -2.1178 0.05 -0.01 -0.02
N 3.2394 -0.5931 -1.7843 -0.14 -0.06 0.04
N 1.2863 -1.7671 3.4108 0.62 -0.01 0.17
N -3.5123 0.9961 0.7242 0.56 -0.05 -1.11
N 3.5496 -2.0547 -3.4000 0.05 0.22 0.15
C 2.0583 3.5898 0.5347 0.06 0.08 0.04
C 4.3525 -0.9877 -3.6670 0.20 0.14 -0.18
C -7.4438 3.4280 -0.2416 0.01 0.10 -0.21
C 1.5715 3.2991 1.8047 0.15 0.13 0.06
C -0.8138 -0.0367 -2.2674 -0.36 -0.20 -0.11
C -1.7380 -0.9814 -1.9149 -0.11 0.21 -0.28
C 3.7959 -2.5048 1.6893 0.05 -0.44 0.15
C 2.4004 2.6204 2.6955 0.01 0.14 -0.04
C 0.2789 -1.7656 -1.6573 0.31 -0.03 -0.23
C -4.8160 2.7709 -0.7823 0.16 -0.04 0.07
C 0.1712 3.6596 2.1905 -0.03 -0.14 -0.02
C 4.1539 2.5370 1.0546 0.04 0.03 -0.05
C -5.5352 3.5372 -1.6773 -0.11 0.09 -0.04
C -6.8512 3.8788 -1.4087 -0.12 0.08 -0.04
C -2.8173 0.2643 1.5246 -1.01 0.13 1.09
C -1.5841 -3.2978 -1.0221 -0.08 -0.37 0.32
C 3.3385 3.2139 0.1599 0.08 0.04 0.00
C 3.6800 2.2413 2.3248 0.07 0.07 0.02
C -6.7375 2.6544 0.6606 -0.01 -0.14 0.13
C 2.3118 -2.8266 0.1839 0.29 0.01 -0.43
C 1.0658 -4.7506 1.1650 -0.50 -0.22 0.02
C -4.8428 1.2935 2.5903 0.19 -0.13 0.08
C 3.4224 -3.2412 -4.1960 -0.11 -0.44 -0.19
C 2.8901 -1.7728 -2.2433 -0.02 -0.16 0.03
C -5.4046 2.3332 0.4075 -0.36 0.41 -0.51
C 4.1432 -0.0956 -2.6519 0.10 -0.04 -0.23
C 3.0758 -3.6007 2.0806 0.43 -0.06 -0.02
H 2.3989 -3.3477 -4.5621 0.09 -0.03 -0.02
H -0.9688 0.9624 -2.6215 -0.15 0.22 -0.01
H 5.1488 2.2347 0.7606 0.07 -0.03 -0.02
H -3.7955 2.4887 -0.9847 0.03 0.02 -0.01
H -8.4743 3.6820 -0.0323 -0.04 -0.03 0.05
H 3.6969 3.4458 -0.8342 0.01 -0.01 -0.05
H -2.6485 -3.3437 -1.2518 0.11 -0.04 -0.02
H 4.3063 1.7158 3.0307 0.00 -0.11 0.02
H 4.5873 0.8698 -2.5058 0.12 0.17 -0.01
H -0.4576 2.7779 2.0720 -0.22 -0.06 0.02
H 2.0380 2.3758 3.6830 -0.07 -0.08 0.07
H 0.1342 -4.2446 1.4314 0.07 -0.06 0.02
H 3.6743 -4.1226 -3.6026 -0.01 0.02 -0.11
H 1.4237 4.1101 -0.1697 -0.07 0.04 -0.06
H -1.4673 -3.2934 0.0652 -0.10 -0.02 -0.09
H 1.2739 -5.4983 1.9304 0.03 0.02 -0.15
H 4.6081 -2.0237 2.1965 0.07 0.06 0.18
H 3.1320 -4.2018 2.9647 -0.12 -0.05 0.13
H -1.0703 -4.1627 -1.4529 -0.11 0.05 0.03
H 4.1004 -3.1748 -5.0459 -0.04 0.00 0.05
H -7.2165 2.3026 1.5576 0.03 0.02 -0.05
H -7.4139 4.4869 -2.1034 -0.02 0.04 -0.06
H 0.1157 3.9685 3.2317 -0.04 0.04 0.07
H -2.8058 -0.9378 -1.8572 -0.22 -0.02 0.08
H -0.2263 4.4513 1.5586 -0.04 0.04 -0.01
H 0.9538 -5.2256 0.1851 -0.01 -0.05 0.15
H -5.0707 3.8797 -2.5929 0.08 -0.03 0.00
H 4.9872 -0.9625 -4.5315 0.08 0.00 -0.12